DFT (ωB97M-V/def2-TZVPD) results for the ion C6H14NO2 with charge +1 in a non-equilibrium geometry.

Values from the calculation:
E_tot: -12024.1381 eV
SMILES: CC1(C)[NH2+]C(C)(C)OO1
HOMO: -0.555 Eh
ΔE to the lowest compared entry with this formula, charge and spin: 67.1 kcal/mol
net charge: +1

```
23
Properties=species:S:1:pos:R:3:forces:R:3:lowdin_charge:R:1
C 1.30037 0.07399 0.43886 -0.5 -1.4 -1.3 -0.462
C -1.24039 0.14906 0.31979 0.7 -0.5 -0.3 -0.505
C 1.84152 -1.32792 0.63274 -0.9 -2.6 -0.2 0.007
C 2.24452 1.04062 -0.17347 1.4 -1.6 -0.4 0.036
C -1.84648 1.51276 0.12338 1.2 -1.5 0.7 0.040
C -2.18966 -1.03228 0.24696 0.3 0.1 0.8 0.027
N -0.03505 -0.10237 -0.60343 -0.2 -1.0 -0.1 0.197
O 0.63866 0.69135 1.43579 -0.4 0.7 1.2 0.026
O -0.58222 0.01020 1.61305 -0.4 -0.3 -0.3 0.010
H 1.93883 -1.97685 -0.29677 -0.6 1.2 0.6 0.122
H 1.24996 -1.96582 1.34129 0.0 0.9 -0.6 0.116
H 2.83668 -1.46088 0.99970 0.8 1.0 0.5 0.086
H 3.28258 0.77851 0.05109 -0.2 0.0 0.0 0.120
H 2.10012 2.04585 0.03279 -0.6 1.8 0.8 0.088
H 2.11193 0.92021 -1.21728 0.4 0.0 -1.3 0.090
H -2.47452 1.53448 0.98463 -0.4 1.1 0.7 0.108
H -2.46910 1.48084 -0.71572 -0.9 0.2 -1.5 0.086
H -1.05474 2.23637 0.03079 -0.2 0.7 0.4 0.100
H -2.77948 -1.17433 -0.64965 -0.1 0.6 -0.2 0.104
H -2.85375 -1.01915 1.14608 0.7 -0.3 -0.7 0.133
H -1.46576 -1.83313 0.24199 -0.4 -1.0 0.6 0.082
H 0.06750 0.71460 -1.23666 -0.3 -1.2 -0.2 0.165
H -0.15695 -1.10957 -1.06165 0.8 3.0 0.8 0.223
```
Forces are in eV/Å.